(1)
This record from the Open Molecules 2025 dataset describes the molecule C5H6O2S in a non-equilibrium geometry. The level of theory is the ωB97M-V functional and the def2-TZVPD basis.

Each atom is followed by the atoms it is bonded to, with distances in Å.
Positions of all 14 atoms, in Å:
1 O -3.35 -0.22 -0.40  C2 1.205
2 C -2.22 -0.06 -0.01  O1 1.205, O3 1.346, S8 1.742
3 O -1.46 -1.08 0.45  C2 1.346, C4 1.461
4 C -0.06 -0.68 0.54  O3 1.461, C5 1.507, C7 1.522, H9 1.071
5 C 0.85 -0.70 -0.67  C4 1.507, C6 1.517, H10 1.123, H11 1.111
6 C 1.34 0.68 -0.27  C5 1.517, C7 1.574, H12 1.107, H13 1.115
7 C 0.09 0.82 0.68  C4 1.522, C6 1.574, S8 1.796, H14 1.082
8 S -1.42 1.48 -0.04  C2 1.742, C7 1.796
9 H 0.32 -1.24 1.38  C4 1.071
10 H 0.35 -0.75 -1.67  C5 1.123
11 H 1.58 -1.53 -0.72  C5 1.111
12 H 1.43 1.34 -1.15  C6 1.107
13 H 2.34 0.66 0.23  C6 1.115
14 H 0.21 1.28 1.66  C7 1.082

SMILES string   O=C1O[C@H]2CC[C@H]2S1
Calculated total energy   -742.774330 hartree

=====

(2)
This record from the Open Molecules 2025 dataset describes a cluster of 2 separate species, C5H12NO in total in a non-equilibrium geometry. The level of theory is the ωB97M-V functional and the def2-TZVPD basis.

Each atom is followed by the atoms it is bonded to, with distances in Å.
Positions of all 19 atoms, in Å:
1 C -1.05 -2.15 -1.86  C2 1.529, H8 1.064, H9 1.088, H14 1.010
2 C -0.28 -0.83 -1.82  C1 1.529, C5 1.342, H10 1.128
3 C 1.19 0.96 -0.79  C5 1.490, H11 1.065, H12 1.124, H13 1.111
4 C -0.64 2.06 2.43  N6 1.325, H15 1.102, H16 1.076
5 C 0.43 -0.32 -0.79  C2 1.342, C3 1.490, O7 1.371
6 N 0.03 0.98 2.78  C4 1.325, H17 1.063, H18 0.988
7 O 0.47 -0.87 0.46  C5 1.371, H19 0.993
8 H -0.30 -2.91 -1.93  C1 1.064
9 H -1.64 -2.28 -0.96  C1 1.088
10 H -0.03 -0.52 -2.87  C2 1.128
11 H 0.56 1.77 -0.51  C3 1.065
12 H 2.06 0.76 -0.10  C3 1.124
13 H 1.58 1.21 -1.80  C3 1.111
14 H -1.54 -2.31 -2.72  C1 1.010
15 H -0.42 3.00 2.96  C4 1.102
16 H -1.19 2.12 1.51  C4 1.076
17 H 0.19 0.30 1.98  N6 1.063
18 H 0.54 0.83 3.61  N6 0.988
19 H 0.03 -1.76 0.44  O7 0.993

Calculated total energy   -327.380586 hartree
Net charge   +1

=====

(3)
This record from the Open Molecules 2025 dataset describes the ion C10H18N2O3 with charge +2 in a non-equilibrium geometry. The level of theory is the ωB97M-V functional and the def2-TZVPD basis.

Each atom is followed by the atoms it is bonded to, with distances in Å.
Positions of all 33 atoms, in Å:
1 C 3.56 1.00 -1.20  C2 1.514, H16 1.080, H17 1.078, H18 1.106
2 C 4.00 0.85 0.24  C1 1.514, C3 1.467, H19 1.135, H20 1.128
3 C 3.01 0.24 1.13  C2 1.467, N4 1.269, H21 1.137
4 N 1.94 -0.34 0.75  C3 1.269, C5 1.235
5 C 1.08 -1.12 0.34  N4 1.235, O6 1.273, C7 1.554
6 O 1.27 -2.38 0.29  C5 1.273, H22 0.943
7 C -0.32 -0.49 0.07  C5 1.554, C8 1.361, C15 1.503
8 C -1.38 -1.35 0.13  C7 1.361, O9 1.338, C11 1.479
9 O -1.12 -2.60 0.52  C8 1.338, O10 1.429
10 O -2.32 -3.38 0.43  O9 1.429, H23 0.976
11 C -2.80 -0.94 0.17  C8 1.479, C12 1.534, H24 1.098, H25 1.053
12 C -2.97 0.48 0.73  C11 1.534, N13 1.470, H26 1.070, H27 1.109
13 N -2.85 1.40 -0.40  C12 1.470, C14 1.481, H28 0.997, H29 1.105
14 C -1.52 1.39 -1.04  N13 1.481, C15 1.538, H30 1.148, H31 1.157
15 C -0.31 0.99 -0.18  C7 1.503, C14 1.538, H32 1.151, H33 1.044
16 H 2.68 0.43 -1.45  C1 1.080
17 H 3.50 2.07 -1.30  C1 1.078
18 H 4.29 0.56 -1.91  C1 1.106
19 H 4.79 0.04 0.29  C2 1.135
20 H 4.39 1.80 0.71  C2 1.128
21 H 2.82 0.63 2.18  C3 1.137
22 H 1.81 -2.67 1.01  O6 0.943
23 H -1.97 -4.22 0.81  O10 0.976
24 H -3.21 -1.06 -0.84  C11 1.098
25 H -3.26 -1.64 0.81  C11 1.053
26 H -4.00 0.57 1.02  C12 1.070
27 H -2.18 0.69 1.48  C12 1.109
28 H -3.07 2.36 -0.22  N13 0.997
29 H -3.53 1.08 -1.22  N13 1.105
30 H -1.35 2.35 -1.64  C14 1.148
31 H -1.43 0.59 -1.87  C14 1.157
32 H -0.14 1.48 0.85  C15 1.151
33 H 0.57 1.20 -0.70  C15 1.044

SMILES string   CCC=[N+]=C(O)C1=C(OO)CC[NH2+]CC1
Calculated total energy   -726.282639 hartree
Net charge   +2

=====

(4)
This record from the Open Molecules 2025 dataset describes the molecule C5H10O2. The level of theory is the ωB97M-V functional and the def2-TZVPD basis.

Each atom is followed by the atoms it is bonded to, with distances in Å.
Positions of all 17 atoms, in Å:
1 C 0.30 0.94 1.98  O7 1.424, H8 1.095, H9 1.092, H10 1.098
2 C 1.02 -0.47 -0.19  C3 1.474, C6 1.503
3 C 0.34 -0.64 -1.48  C2 1.474, C4 1.554, H11 1.103, H12 1.099
4 C -0.55 0.60 -1.80  C3 1.554, O5 1.406, H13 1.093, H14 1.102
5 O -1.73 0.65 -1.03  C4 1.406, H15 0.973
6 C 0.35 -1.24 0.91  C2 1.503, O7 1.444, H16 1.098, H17 1.105
7 O -0.44 -0.13 1.39  C1 1.424, C6 1.444
8 H 0.82 1.52 1.21  C1 1.095
9 H -0.43 1.56 2.50  C1 1.092
10 H 1.06 0.54 2.67  C1 1.098
11 H -0.28 -1.55 -1.58  C3 1.103
12 H 1.15 -0.64 -2.22  C3 1.099
13 H -0.86 0.51 -2.84  C4 1.093
14 H 0.07 1.50 -1.69  C4 1.102
15 H -1.49 0.52 -0.10  O5 0.973
16 H 1.02 -1.64 1.68  C6 1.098
17 H -0.37 -2.02 0.60  C6 1.105

Calculated total energy   -346.816733 hartree